An isolated molecule of C5H12O3 at a distorted geometry, computed with ωB97M-V/def2-TZVPD.

Computed properties:
Energy above the lowest of the compared OMol25 structures with the same formula, charge and spin: 119.9 kJ/mol
E: -423.408166 hartree
E_HOMO: -9.89 eV
Maximum force: 2.06 eV/Å
Orbital gap: 0.38445 Eh

Positions of all 20 atoms, in Å:
C1 -0.14156 -1.97755 -0.98557
C2 0.59600 -1.11085 0.02788
C3 0.14097 0.34568 0.16922
O1 0.36935 1.12631 -1.10803
C4 -1.37091 0.49253 0.41455
O2 -2.13940 0.33526 -0.75493
C5 0.91956 0.97805 1.32759
O3 0.79235 2.36043 1.11221
H1 -0.10939 -1.53439 -1.99076
H2 0.32643 -2.97023 -1.03635
H3 -1.19381 -2.11742 -0.70754
H4 0.52270 -1.58073 1.02179
H5 1.67139 -1.09802 -0.21634
H6 1.17856 0.82310 -1.53029
H7 -1.69343 -0.26936 1.13872
H8 -1.56153 1.48174 0.86335
H9 -1.64112 0.74785 -1.47146
H10 0.48072 0.71891 2.30033
H11 1.97767 0.66727 1.29431
H12 0.87546 2.58141 0.13130

Charges per atom according to natural (NBO) partitioning, unit e: number 1, C, carries -0.611; number 2, C, carries -0.426; number 3, C, carries 0.219; number 4, O, carries -0.776; number 5, C, carries -0.091; number 6, O, carries -0.721; number 7, C, carries -0.081; number 8, O, carries -0.737; number 9, H, carries 0.207; number 10, H, carries 0.209; number 11, H, carries 0.223; number 12, H, carries 0.215; number 13, H, carries 0.196; number 14, H, carries 0.479; number 15, H, carries 0.180; number 16, H, carries 0.184; number 17, H, carries 0.484; number 18, H, carries 0.193; number 19, H, carries 0.161; number 20, H, carries 0.492